Here is a structure of composition C10H21ClNO2P2PbS at a distorted geometry from the OMol25 dataset. Energies are from ωB97M-V/def2-TZVPD.

Calculated values
Molecular weight: 524.0 g/mol
Total charge: +3
Energy above the lowest of the compared OMol25 structures with the same formula, charge and spin: 0.000 eV
Orbital gap (spin up / spin down): 4.86 / 6.05 eV
Calculated total energy: -2331.56093 Ha

CARTESIAN COORDINATES (ANGSTROEM)
C (0.73, -0.13, -4.50)
C (1.30, -0.07, -3.12)
H (1.52, -0.12, -5.25)
H (0.03, 0.72, -4.61)
H (0.13, -1.05, -4.63)
O (2.37, 0.16, -2.64)
Cl (-2.91, -0.20, -0.33)
Pb (-0.57, -0.07, -1.28)
P (-0.31, 2.51, 0.07)
C (0.97, 3.14, 1.21)
C (-0.27, 3.72, -1.29)
H (-0.52, 4.73, -0.92)
H (-1.98, 4.05, 0.93)
H (-1.01, 3.42, -2.05)
H (-2.69, 2.46, 0.47)
H (1.96, 2.92, 0.80)
H (0.74, 3.73, -1.74)
C (-1.85, 2.96, 0.95)
H (0.87, 4.23, 1.33)
H (-1.80, 2.61, 1.99)
H (0.88, 2.64, 2.18)
P (-0.13, -2.47, 0.43)
C (1.16, -2.88, 1.66)
C (-1.63, -2.99, 1.35)
H (-0.68, -3.83, -1.50)
H (-0.05, -4.83, -0.16)
H (1.07, -3.85, -1.17)
C (0.07, -3.89, -0.71)
H (-2.51, -2.60, 0.83)
H (-1.68, -4.09, 1.41)
H (1.14, -3.95, 1.90)
H (1.02, -2.30, 2.58)
H (-1.63, -2.54, 2.36)
H (2.15, -2.63, 1.26)
C (1.58, 0.08, 0.43)
O (2.44, 0.14, 1.18)
S (-0.84, 0.09, 2.33)
C (0.13, 0.11, 3.64)
N (0.80, 0.10, 4.62)


Here is a structure of composition C21H25N2O4S3TeW at a distorted geometry from the OMol25 dataset. Energies are from ωB97M-V/def2-TZVPD.

Calculated values
Molecular weight: 777.1 g/mol
Total charge: +1
Energy above the lowest of the compared OMol25 structures with the same formula, charge and spin: 1.112 eV
Multiplicity: 3
Orbital gap (spin up / spin down): 5.04 / 4.65 eV
Calculated total energy: -2754.80417 Ha

CARTESIAN COORDINATES (ANGSTROEM)
W (-2.93, -2.31, -2.10)
C (2.15, 2.27, 0.71)
C (3.08, 1.22, 0.30)
O (2.53, -0.08, 0.67)
C (3.54, -0.98, 1.07)
C (3.64, -1.22, 2.55)
O (2.58, -0.55, 3.18)
C (1.45, -1.29, 3.65)
C (1.00, -0.25, 4.69)
O (0.73, 0.84, 3.83)
C (1.23, 2.10, 4.21)
C (1.41, 2.83, 2.92)
O (1.49, 1.91, 1.91)
H (1.42, 2.44, -0.08)
H (2.69, 3.24, 0.85)
H (4.03, 1.33, 0.86)
H (3.28, 1.20, -0.78)
H (4.52, -0.71, 0.73)
H (3.27, -1.97, 0.58)
H (4.56, -0.78, 2.99)
H (3.59, -2.30, 2.76)
H (1.73, -2.26, 4.04)
H (0.63, -1.42, 2.91)
H (1.79, -0.02, 5.43)
H (0.08, -0.64, 5.15)
H (2.23, 2.02, 4.65)
H (0.58, 2.68, 4.90)
H (2.29, 3.50, 2.97)
H (0.48, 3.45, 2.76)
S (-5.18, -3.81, 0.87)
C (-4.09, -3.84, -0.38)
S (-2.73, -2.77, 0.13)
S (-4.28, -4.36, -2.05)
N (-5.72, 1.90, 1.26)
C (-5.27, 1.32, 0.37)
C (-4.84, 0.50, -0.76)
C (-5.87, -0.01, -1.62)
C (-5.56, -0.65, -2.81)
C (-4.19, -0.76, -3.19)
N (-3.22, -0.48, -2.21)
C (-3.51, 0.21, -1.07)
H (-6.91, 0.19, -1.31)
H (-6.41, -0.97, -3.44)
H (-3.87, -0.79, -4.23)
H (-2.71, 0.43, -0.34)
Te (-0.52, -2.54, -2.24)
C (0.61, -0.92, -3.23)
C (-0.06, -0.03, -4.10)
C (0.64, 0.92, -4.88)
C (2.04, 0.95, -4.82)
C (2.69, 0.09, -3.95)
C (2.02, -0.83, -3.16)
H (-1.15, 0.03, -4.01)
H (0.04, 1.63, -5.49)
H (2.63, 1.62, -5.44)
H (3.78, 0.18, -3.74)
H (2.61, -1.43, -2.45)


Here is a cluster of 11 separate species, C15H55ClN23O11P2 in total at a distorted geometry from the OMol25 dataset. Energies are from ωB97M-V/def2-TZVPD.

Calculated values
Molecular weight: 831.2 g/mol
Total charge: +1
Orbital gap: 7.71 eV
Calculated total energy: -3834.69338 Ha

CARTESIAN COORDINATES (ANGSTROEM)
N (-4.81, -1.27, -0.37)
P (-3.61, -2.26, -0.49)
C (-2.47, -1.86, -1.90)
C (-1.21, -2.72, -1.99)
C (-0.19, -2.42, -0.87)
C (-0.41, -1.13, -0.06)
P (1.22, -0.49, 0.62)
N (0.69, 0.70, 1.73)
O (1.71, 0.41, -0.65)
C (-1.15, 0.01, -0.79)
N (-1.99, -0.44, -1.97)
Cl (-3.24, 0.72, -2.35)
H (-5.69, -1.76, -0.50)
H (-2.79, -2.27, 0.64)
H (-3.94, -3.61, -0.75)
H (-3.07, -2.04, -2.80)
H (-0.74, -2.58, -2.97)
H (-1.54, -3.77, -1.93)
H (-0.26, -3.26, -0.17)
H (0.83, -2.45, -1.27)
H (-0.99, -1.36, 0.83)
H (0.18, 1.47, 1.27)
H (0.00, 0.26, 2.34)
H (2.68, 0.27, -0.81)
H (-1.81, 0.55, -0.10)
H (-0.46, 0.74, -1.20)
H (-1.38, -0.40, -2.80)
C (5.03, -1.02, -0.37)
O (4.17, -0.51, -1.10)
N (5.36, -0.51, 0.84)
N (5.69, -2.13, -0.76)
H (6.06, -0.92, 1.43)
H (4.92, 0.34, 1.14)
H (5.49, -2.49, -1.68)
H (6.41, -2.56, -0.21)
C (-5.75, -6.24, -0.61)
O (-5.38, -5.15, -0.20)
N (-6.77, -6.93, -0.05)
N (-5.13, -6.85, -1.66)
H (-7.10, -7.83, -0.38)
H (-7.26, -6.49, 0.71)
H (-4.33, -6.39, -2.07)
H (-5.41, -7.75, -2.01)
C (4.39, 3.16, 2.19)
O (4.27, 3.21, 3.40)
N (5.17, 4.05, 1.52)
N (3.74, 2.24, 1.41)
H (5.29, 4.05, 0.53)
H (5.64, 4.76, 2.07)
H (3.15, 1.57, 1.87)
H (3.82, 2.24, 0.41)
C (5.22, 5.93, 5.53)
O (5.07, 6.38, 4.39)
N (5.39, 6.74, 6.61)
N (5.23, 4.59, 5.75)
H (5.52, 6.39, 7.54)
H (5.39, 7.73, 6.45)
H (5.05, 4.01, 4.94)
H (5.40, 4.18, 6.65)
C (6.35, 0.10, -4.13)
O (6.99, -0.08, -3.11)
N (4.99, 0.27, -4.10)
N (6.93, 0.15, -5.36)
H (4.44, 0.41, -4.93)
H (4.55, 0.24, -3.20)
H (7.93, 0.03, -5.40)
H (6.42, 0.30, -6.21)
C (-0.95, -6.25, -1.15)
O (-1.95, -5.92, -1.76)
N (-0.99, -7.05, -0.05)
N (0.29, -5.81, -1.54)
H (-0.18, -7.33, 0.46)
H (-1.89, -7.37, 0.25)
H (0.30, -5.23, -2.35)
H (1.15, -6.02, -1.07)
C (-9.12, -9.48, 1.24)
O (-8.67, -9.43, 0.11)
N (-8.36, -9.22, 2.34)
N (-10.42, -9.80, 1.48)
H (-8.72, -9.26, 3.28)
H (-7.40, -9.00, 2.19)
H (-11.01, -10.00, 0.68)
H (-10.82, -9.85, 2.40)
C (-1.26, 3.56, -0.23)
O (-0.88, 3.24, 0.90)
N (-2.50, 4.03, -0.48)
N (-0.42, 3.48, -1.31)
H (-2.79, 4.37, -1.38)
H (-3.13, 4.12, 0.30)
H (0.52, 3.19, -1.15)
H (-0.70, 3.79, -2.23)
C (1.99, 7.49, 1.77)
O (1.55, 8.48, 1.21)
N (1.40, 6.26, 1.63)
N (3.08, 7.50, 2.58)
H (1.74, 5.43, 2.09)
H (0.59, 6.20, 1.05)
H (3.56, 8.37, 2.73)
H (3.45, 6.68, 3.04)
C (-2.24, 7.42, -2.03)
O (-2.99, 6.48, -2.20)
N (-1.96, 8.32, -3.01)
N (-1.63, 7.65, -0.83)
H (-1.35, 9.11, -2.88)
H (-2.41, 8.19, -3.90)
H (-1.83, 7.01, -0.08)
H (-1.01, 8.42, -0.65)


Here is the molecule C2H5Cl3OSi at a distorted geometry from the OMol25 dataset. Energies are from ωB97M-V/def2-TZVPD.

Calculated values
Molecular weight: 179.5 g/mol
Structure (SMILES): C[C@H](Cl)[Si](O)(Cl)Cl
Total charge: 0
Energy above the lowest of the compared OMol25 structures with the same formula, charge and spin: 1.374 eV
Orbital gap: 10.60 eV
Calculated total energy: -1824.65868 Ha

CARTESIAN COORDINATES (ANGSTROEM)
C (-0.51, 0.08, 0.71)
C (-0.31, 1.04, -0.44)
Cl (-1.63, 2.32, -0.43)
Si (-0.40, 0.04, -2.09)
O (0.41, -1.40, -2.31)
Cl (0.16, 1.18, -3.64)
Cl (-2.35, -0.54, -2.34)
H (-1.52, -0.14, 0.81)
H (-0.27, 0.67, 1.66)
H (-0.05, -0.84, 0.54)
H (0.59, 1.51, -0.60)
H (1.31, -1.54, -1.80)


Here is a structure of composition C16H24ClNO2Zr at a distorted geometry from the OMol25 dataset. Energies are from ωB97M-V/def2-TZVPD.

Calculated values
Molecular weight: 389.0 g/mol
Total charge: +2
Energy above the lowest of the compared OMol25 structures with the same formula, charge and spin: 0.000 eV
Orbital gap: 6.36 eV
Calculated total energy: -1336.05902 Ha

CARTESIAN COORDINATES (ANGSTROEM)
C (0.17, 0.27, -4.57)
C (1.55, 0.78, -4.56)
C (-0.07, -1.16, -4.78)
C (-0.95, 1.22, -4.62)
Cl (0.10, 0.35, -1.59)
H (-0.08, -1.35, -5.88)
H (-1.02, -1.54, -4.40)
H (0.71, -1.82, -4.37)
H (1.87, 1.00, -5.61)
H (2.29, 0.07, -4.17)
H (1.70, 1.71, -4.00)
H (-1.13, 1.54, -5.67)
H (-0.78, 2.15, -4.07)
H (-1.91, 0.83, -4.26)
C (1.72, -1.70, 2.02)
C (0.90, -2.48, 1.17)
C (1.01, -2.00, -0.16)
H (0.36, -3.40, 1.46)
C (2.04, -0.99, -0.16)
C (2.45, -0.77, 1.20)
H (3.29, -0.13, 1.49)
H (1.88, -1.85, 3.08)
H (0.51, -2.39, -1.04)
H (2.51, -0.51, -1.02)
C (-2.37, 0.80, 1.35)
C (-2.29, -0.39, 2.14)
C (-2.10, -1.48, 1.26)
H (-2.48, -0.44, 3.21)
C (-1.91, -1.00, -0.06)
C (-2.17, 0.43, -0.01)
H (-2.28, 1.11, -0.87)
H (-2.71, 1.80, 1.66)
H (-2.21, -2.56, 1.50)
H (-1.81, -1.58, -0.96)
Zr (0.08, 0.01, 0.75)
N (-0.02, 1.32, 5.46)
C (0.68, 2.15, 4.43)
C (0.53, 1.32, 3.17)
O (0.53, 1.85, 1.98)
O (0.24, 0.10, 3.34)
H (-1.03, 1.43, 5.34)
H (0.19, 1.61, 6.42)
H (0.20, 0.30, 5.31)
H (0.13, 3.09, 4.32)
H (1.70, 2.32, 4.75)


Here is a structure of composition C33H35F5N4P2Ru at a distorted geometry from the OMol25 dataset. Energies are from ωB97M-V/def2-TZVPD.

Calculated values
Molecular weight: 745.7 g/mol
Total charge: +2
Energy above the lowest of the compared OMol25 structures with the same formula, charge and spin: 2.567 eV
Multiplicity: 5
Orbital gap (spin up / spin down): 6.34 / 2.71 eV
Calculated total energy: -2773.46881 Ha

CARTESIAN COORDINATES (ANGSTROEM)
Ru (0.02, -1.37, 0.44)
C (-0.97, 3.11, 4.16)
C (-1.52, 2.70, 3.00)
C (-1.02, 2.75, 1.57)
C (0.08, 1.76, 1.13)
C (1.43, 1.91, 1.77)
C (1.81, 2.67, 2.79)
C (1.24, 3.99, 3.16)
C (0.28, 3.91, 4.37)
C (1.62, -2.56, 1.12)
H (-1.53, 2.86, 5.07)
H (-2.56, 2.33, 3.05)
H (-0.76, 3.76, 1.23)
H (-1.90, 2.44, 0.98)
H (-0.28, 0.70, 1.24)
H (0.23, 1.87, 0.04)
H (2.17, 1.20, 1.37)
H (2.73, 2.41, 3.33)
H (0.71, 4.45, 2.32)
H (2.07, 4.66, 3.44)
H (0.80, 3.54, 5.28)
H (-0.02, 4.94, 4.60)
H (2.22, -2.05, 1.89)
H (2.35, -3.13, 0.52)
H (1.00, -3.35, 1.61)
P (1.51, -1.35, -1.12)
P (-1.81, -0.50, -0.86)
N (2.81, -0.21, -1.12)
N (2.18, -2.70, -2.10)
N (-1.95, 1.10, -2.01)
N (-3.53, -1.14, -1.66)
C (0.42, -0.62, -2.34)
C (-0.92, -1.34, -2.20)
C (3.98, -0.37, -0.37)
C (4.97, 0.39, -0.97)
C (4.41, 1.03, -2.12)
C (3.08, 0.65, -2.19)
C (2.68, -3.92, -1.66)
C (3.26, -4.57, -2.74)
C (3.06, -3.75, -3.89)
C (2.43, -2.59, -3.47)
C (-2.70, 2.22, -1.67)
C (-2.57, 3.20, -2.66)
C (-1.73, 2.64, -3.68)
C (-1.46, 1.34, -3.29)
C (-4.43, -0.44, -2.45)
C (-5.17, -1.33, -3.25)
C (-4.73, -2.64, -2.91)
C (-3.73, -2.49, -1.94)
H (0.84, -0.71, -3.35)
H (0.42, 0.45, -2.07)
H (-1.48, -1.39, -3.14)
H (-0.80, -2.38, -1.83)
H (3.96, -0.99, 0.52)
H (5.99, 0.47, -0.62)
H (4.89, 1.69, -2.82)
H (2.29, 0.92, -2.87)
H (2.54, -4.27, -0.65)
H (3.76, -5.52, -2.70)
H (3.32, -3.97, -4.91)
H (2.10, -1.74, -4.04)
H (-3.28, 2.24, -0.75)
H (-3.04, 4.17, -2.68)
H (-1.37, 3.11, -4.58)
H (-0.89, 0.61, -3.85)
H (-4.51, 0.63, -2.42)
H (-5.90, -1.04, -4.00)
H (-5.10, -3.57, -3.33)
H (-3.16, -3.25, -1.44)
F (-2.54, -2.43, 1.95)
C (-1.74, -1.80, 2.84)
C (-0.47, -1.36, 2.48)
C (0.35, -0.84, 3.47)
F (1.68, -0.61, 3.30)
C (-0.12, -0.59, 4.76)
F (0.68, 0.01, 5.66)
C (-1.38, -1.04, 5.13)
F (-1.76, -0.98, 6.42)
C (-2.18, -1.67, 4.16)
F (-3.32, -2.26, 4.56)